No. 1
# C25H45N2OP3SeTl

A molecular structure, C25H45N2OP3SeTl (wB97M-V/def2-TZVPD, OMol25).

The geometry in XYZ format:
```
78
Properties=species:S:1:pos:R:3:forces:R:3:mulliken_charge:R:1
Tl -0.0875 0.6027 -0.4504 -0.448 0.038 0.130 0.556
P -1.1894 -1.3883 2.0057 -0.300 -0.384 0.809 0.672
P -2.8154 0.8004 -1.6955 -0.686 0.717 -1.002 0.744
P -0.3571 2.0480 1.8208 0.723 1.657 0.458 0.735
H 4.4550 0.4898 -0.6635 0.293 0.056 0.351 0.250
C 4.6058 0.8233 0.3687 -0.903 -0.245 0.330 -0.505
C 4.5601 -0.0271 1.4038 0.642 0.305 -0.227 -0.537
H 4.5436 -1.1159 1.2722 -0.111 0.427 -0.065 0.236
C -1.0502 -3.1985 1.7876 -0.017 -0.268 -0.458 -1.018
C -2.9216 -1.3129 2.6412 0.009 0.307 -0.413 -1.322
C -0.2586 -1.2375 3.5942 0.079 0.203 -0.176 -1.133
C -2.4834 1.8760 -3.1419 0.492 0.400 -0.163 -1.210
C -3.7174 -0.4905 -2.6236 -0.137 -0.209 0.056 -1.176
C -4.2037 1.8182 -1.0632 -0.226 -0.041 0.607 -1.276
C 1.2161 2.0442 2.7509 -0.068 -0.485 0.176 -1.099
C -1.7015 2.4584 2.9709 -0.371 -0.650 0.141 -1.290
C -0.1687 3.6157 0.9365 -0.169 0.006 -0.184 -1.507
H 4.6604 1.9070 0.5203 0.215 -0.443 -0.024 0.274
H 4.7438 0.3205 2.4269 -0.222 -0.111 -0.374 0.294
H -0.0149 -3.5250 1.9427 -0.230 0.015 -0.030 0.263
H -1.3550 -3.4497 0.7634 0.028 -0.140 0.257 0.199
H -1.7095 -3.7335 2.4758 0.170 0.054 0.030 0.504
H -3.6026 -1.5339 1.8060 0.057 0.106 0.323 0.370
H -3.1313 -0.3013 3.0170 -0.077 -0.317 -0.099 0.311
H -3.0830 -2.0471 3.4437 0.119 0.244 -0.223 0.460
H 0.7555 -1.6290 3.4264 -0.206 0.231 0.205 0.334
H -0.7435 -1.8116 4.3992 0.152 0.161 -0.306 0.443
H -0.1951 -0.1818 3.8968 0.028 -0.441 0.040 0.191
H -3.4235 2.0592 -3.6953 0.445 -0.123 0.304 0.448
H -1.7459 1.4488 -3.8306 -0.099 0.103 0.115 0.465
H -2.1270 2.8502 -2.7779 -0.189 -0.223 -0.249 0.125
H -4.2150 0.0230 -3.4713 0.149 -0.425 0.513 0.417
H -4.4639 -0.9790 -1.9860 0.178 0.020 -0.205 0.394
H -3.0227 -1.2357 -3.0182 -0.153 0.006 -0.010 0.336
H -4.9433 1.9678 -1.8753 0.410 -0.143 0.409 0.397
H -3.8587 2.8031 -0.7148 -0.023 -0.290 -0.166 0.374
H -4.6902 1.3197 -0.2163 -0.021 0.122 -0.193 0.385
H 1.4586 3.0846 2.9881 -0.051 -0.124 0.038 0.471
H 2.0338 1.6161 2.1527 -0.244 0.099 0.135 0.086
H 1.1105 1.4721 3.6782 0.171 0.133 -0.166 0.474
H -1.4807 3.4414 3.4062 0.010 -0.195 -0.069 0.465
H -1.7775 1.7068 3.7687 -0.090 0.274 -0.190 0.406
H -2.6535 2.5106 2.4194 0.303 -0.001 0.244 0.339
H -0.0873 4.4376 1.6513 0.034 -0.083 0.118 0.509
H -1.0122 3.8231 0.2702 0.172 -0.106 0.377 0.512
H 0.7276 3.5887 0.3060 -0.261 -0.122 0.373 0.317
C 0.4771 5.3037 -2.0492 -0.159 -0.217 -1.092 1.230
C 0.3156 5.8153 -3.3530 0.357 -0.030 0.842 -0.639
C 1.1117 6.8955 -3.7211 -0.552 -0.317 -0.027 -0.529
C 2.0525 7.4099 -2.8312 0.380 0.403 0.082 -0.529
C 2.1790 6.9087 -1.5356 -0.315 -0.173 0.244 -0.597
C 1.3330 5.8941 -1.1299 0.152 -0.387 0.214 -0.297
O -0.1284 4.1378 -1.6355 -0.231 0.008 -0.398 -0.187
H -0.6600 3.6828 -2.3019 0.316 0.674 -0.389 -0.039
H -0.4233 5.3555 -3.9989 0.130 0.144 -0.205 0.388
H 0.9772 7.3438 -4.7001 0.139 -0.076 0.108 0.404
H 2.6848 8.2394 -3.1341 -0.099 -0.149 -0.042 0.400
H 2.9125 7.2792 -0.8216 -0.180 0.184 -0.333 0.411
H 1.3349 5.4696 -0.1288 0.324 0.332 -0.171 0.168
C -0.3959 -5.3068 -2.3104 -0.321 -0.175 -0.580 -0.938
N 0.6715 -4.9447 -1.3883 0.211 -0.174 0.658 0.298
C 0.8996 -3.6604 -0.9623 0.874 -1.356 0.457 -0.529
Se -0.0824 -2.2287 -1.5299 0.410 -0.539 -0.072 0.192
N 1.8840 -3.7719 -0.0038 -0.050 -0.080 -0.252 0.243
C 2.2217 -5.1073 0.2103 -0.072 1.084 0.877 0.763
C 2.9328 -5.7299 1.2291 0.376 -0.848 0.090 -0.825
C 2.8075 -7.1248 1.3456 0.534 1.459 0.201 -0.487
C 1.9635 -7.8645 0.5091 -0.976 0.164 -1.595 -0.703
C 1.2703 -7.2363 -0.5359 0.380 -0.887 0.399 -0.752
C 1.4488 -5.8579 -0.6579 -2.056 0.654 -1.138 1.057
H -0.2302 -6.3574 -2.6003 -0.247 0.642 -0.082 0.319
H -0.3462 -4.6332 -3.1812 0.044 -0.541 0.227 0.416
H -1.3960 -5.1809 -1.8546 0.581 -0.201 -0.012 0.344
H 2.2330 -2.9912 0.5369 0.029 -0.061 -0.174 0.125
H 3.5633 -5.1491 1.8815 0.094 -0.081 0.229 0.453
H 3.3653 -7.6643 2.1030 -0.035 0.228 0.050 0.431
H 1.8585 -8.9341 0.6794 -0.038 0.239 -0.129 0.428
H 0.5839 -7.7506 -1.2171 0.419 -0.034 0.464 0.299
```
Positions in Å, forces in eV/Å.

Calculated values
Orbital gap (alpha / beta), eV: 2.51 / 3.51
Net charge: +3
Energy above the lowest of the compared OMol25 structures with the same formula, charge and spin, eV: 1.933

No. 2
# C25H45N2P3RuSe2

A molecular structure, C25H45N2P3RuSe2 (wB97M-V/def2-TZVPD, OMol25).

The geometry in XYZ format:
```
78
Properties=species:S:1:pos:R:3:forces:R:3:lowdin_spin:R:1
Ru -1.1858 0.3613 0.3621 4.954 -1.079 0.301 0.845
P 0.8669 0.3806 1.6529 0.932 0.025 1.146 0.007
P -2.3163 -0.7071 1.9446 -2.073 -1.321 1.701 0.027
P -1.4345 2.5793 0.7612 -0.670 2.954 0.553 0.041
H 2.8273 1.0656 -3.0111 -0.005 0.279 0.271 -0.002
C 2.9392 1.4134 -1.9714 -2.610 -0.655 0.442 0.119
C 3.9542 0.6520 -1.2441 0.877 0.175 0.031 0.682
H 4.6288 0.0138 -1.8131 -0.015 0.281 0.337 0.040
C 2.0656 -0.9911 1.4431 -0.058 -0.333 -0.212 0.017
C 0.7134 0.3506 3.4867 -0.007 0.008 -0.059 0.000
C 2.0405 1.7732 1.4320 0.015 0.160 -0.122 -0.002
C -3.9845 -1.3812 1.5368 0.231 0.265 -0.416 -0.001
C -1.4617 -2.2221 2.5167 0.398 -0.019 -0.191 0.004
C -2.7425 0.2749 3.4315 0.487 0.341 -0.093 0.031
C -0.4203 3.4391 -0.4967 0.331 -0.483 -0.170 0.005
C -0.9657 3.2917 2.3898 0.217 -0.349 0.079 0.019
C -3.0530 3.4192 0.5441 -0.090 -0.361 -0.123 0.020
H 3.0529 2.5110 -1.9821 0.043 -0.368 0.120 0.027
H 4.2709 1.0035 -0.2627 0.178 -0.333 -0.286 0.033
H 2.6914 -0.7982 0.5607 -0.155 -0.058 0.152 0.013
H 1.5508 -1.9512 1.3252 0.120 0.109 0.063 0.000
H 2.7154 -1.0515 2.3278 -0.167 0.083 -0.262 0.001
H 0.1419 -0.5214 3.8227 0.176 0.231 0.011 0.000
H 0.2413 1.2632 3.8641 0.111 -0.224 -0.024 0.000
H 1.7293 0.2819 3.9009 -0.308 0.065 -0.047 0.000
H 2.5995 1.6326 0.4999 -0.322 0.166 0.379 0.001
H 2.7571 1.7642 2.2665 -0.214 -0.031 -0.193 0.000
H 1.5470 2.7485 1.4094 0.255 -0.230 0.033 0.000
H -4.4236 -1.8075 2.4511 0.258 0.092 -0.204 -0.001
H -3.9015 -2.1643 0.7717 -0.072 0.187 0.153 0.002
H -4.6507 -0.5898 1.1628 0.161 -0.296 0.210 0.000
H -1.7584 -2.4444 3.5522 0.017 0.083 -0.265 0.000
H -0.3693 -2.1236 2.4647 -0.362 -0.050 0.130 0.000
H -1.7624 -3.0569 1.8677 -0.030 0.294 0.199 0.000
H -3.4129 -0.3280 4.0611 0.179 0.079 -0.243 0.004
H -3.2688 1.1915 3.1309 0.051 -0.272 0.101 0.000
H -1.8489 0.5394 4.0080 -0.320 -0.020 -0.114 0.000
H -0.5235 4.5247 -0.3576 -0.047 -0.279 0.053 0.000
H -0.7772 3.1666 -1.5004 0.034 0.176 0.275 0.000
H 0.6376 3.1608 -0.4150 -0.266 0.157 -0.087 0.001
H -1.0728 4.3860 2.3363 -0.015 -0.336 -0.092 0.003
H 0.0649 3.0550 2.6740 -0.356 0.152 -0.014 0.000
H -1.6448 2.9124 3.1664 0.168 0.164 -0.224 0.000
H -2.9062 4.5007 0.6920 0.026 -0.371 0.010 0.001
H -3.7764 3.0499 1.2819 0.096 0.129 -0.139 0.001
H -3.4569 3.2487 -0.4633 0.118 0.168 0.325 0.007
C -2.9852 1.4990 -2.5527 -0.008 -0.452 0.701 0.058
C -1.8454 1.7160 -3.3350 0.162 0.183 -0.291 0.042
C -1.9758 2.4031 -4.5524 0.301 -0.339 0.498 0.006
C -3.2290 2.8323 -4.9978 -0.336 -0.130 0.383 0.080
C -4.3708 2.5878 -4.2141 0.326 -0.049 0.039 -0.006
C -4.2499 1.9295 -2.9938 -0.230 -0.071 0.148 0.050
Se -3.0374 0.5518 -0.8167 -4.243 0.892 -3.832 0.540
H 1.8866 1.1824 -1.4142 1.728 0.716 -1.278 0.043
H -0.8791 1.3327 -2.9977 -0.201 0.185 -0.233 0.001
H -1.0889 2.5982 -5.1567 -0.261 -0.110 0.152 -0.001
H -3.3273 3.3507 -5.9516 0.054 -0.138 0.255 0.003
H -5.3513 2.9085 -4.5571 0.183 -0.051 0.073 -0.001
H -5.1275 1.7402 -2.3708 0.178 0.082 -0.293 0.001
C 0.2178 -4.3710 -0.0378 -0.398 -0.470 0.171 0.011
N 1.1726 -3.6042 -0.8208 1.101 0.165 0.231 0.103
C 0.9590 -2.3567 -1.3199 1.678 -0.522 -0.580 0.013
Se -0.7029 -1.4977 -1.3272 -0.520 0.571 0.045 0.156
N 2.1317 -1.9732 -1.9022 -0.321 -0.164 0.591 0.081
C 3.1385 -2.9082 -1.6288 -1.229 0.522 0.173 0.031
C 4.5225 -2.7734 -1.6720 -0.514 0.545 -0.798 0.290
C 5.2721 -3.7472 -0.9905 0.347 -1.624 1.045 0.123
C 4.6462 -4.7877 -0.2808 1.109 0.436 -0.303 0.035
C 3.2483 -4.9089 -0.2462 0.279 -0.646 0.066 0.288
C 2.5261 -3.9460 -0.9510 -1.634 1.659 -0.240 0.074
H 0.2684 -4.1066 1.0283 0.108 0.019 -0.335 0.004
H 0.4691 -5.4294 -0.1522 -0.295 0.172 -0.010 0.001
H -0.7908 -4.1718 -0.4140 0.264 -0.218 0.050 0.004
H 2.2931 -1.0430 -2.2923 -0.139 -0.284 0.032 0.007
H 4.9550 -1.9363 -2.2146 0.263 -0.301 0.193 0.009
H 6.3605 -3.6922 -1.0011 -0.232 -0.029 -0.030 0.002
H 5.2618 -5.5096 0.2572 -0.161 0.154 -0.193 -0.002
H 2.7150 -5.6857 0.2945 0.366 -0.064 0.076 0.011
```
Positions in Å, forces in eV/Å.

Calculated values
Orbital gap (alpha / beta), eV: 6.09 / 3.58
Net charge: +4
2S+1: 5
Expectation value of S²: 6.0494